No. 1
The following is a quantum chemistry calculation of C18H28N4O2 in the gas phase at a distorted geometry, from the OMol25 dataset.

- HOMO energy: -8.3 eV
- Structure (SMILES): CC(C)CCN1CCN(Cc2cccc3nonc23)C[C@@H]1CCO
- E: -29172.993 eV
- Energy relative to the best compared isomer or geometry (same formula, charge and spin): 4.423 eV

The geometry in ORCA input format:
```
! wB97M-V def2-TZVPD RIJCOSX def2/J DEFGRID3
* xyz 0 1
O -1.18 3.21 1.50
O 3.79 -2.41 1.22
N -1.91 0.02 -0.24
N 0.49 1.14 0.64
N 3.08 -1.30 1.42
N 4.52 -2.37 0.11
C -0.87 -0.88 0.19
C -1.39 1.18 -0.97
C 0.06 -0.16 1.17
C 3.35 -0.50 0.41
C -3.03 -0.64 -0.88
C -6.07 -2.47 0.70
C -4.05 -1.10 0.17
C -2.33 2.68 0.92
C -6.11 -0.97 -1.29
C -2.21 2.43 -0.59
C 1.87 1.50 0.95
C -5.23 -1.87 -0.42
C 4.29 -1.19 -0.44
C 4.30 0.66 -1.90
C 2.89 0.80 0.10
C 0.12 1.35 -0.75
C 3.38 1.34 -1.06
C 4.77 -0.59 -1.62
H -1.52 1.04 -2.06
H 4.64 1.17 -2.80
H -0.47 2.55 1.38
H -3.54 -1.74 0.90
H -4.84 -2.68 -1.04
H 2.04 1.26 2.00
H -2.70 -1.50 -1.48
H 1.96 2.58 0.81
H 5.47 -1.11 -2.25
H -5.47 -3.14 1.31
H 0.66 0.68 -1.43
H -3.51 0.07 -1.55
H -3.12 3.41 1.10
H -6.47 -1.69 1.34
H -0.49 0.03 2.10
H -1.78 3.30 -1.06
H -4.41 -0.22 0.71
H -0.29 -1.30 -0.65
H -1.33 -1.72 0.71
H 3.08 2.33 -1.35
H -6.47 -0.12 -0.72
H 0.39 2.37 -1.01
H -6.98 -1.53 -1.65
H -2.62 1.73 1.41
H -6.90 -3.04 0.30
H -5.57 -0.61 -2.16
H -3.22 2.30 -0.98
H 0.91 -0.80 1.40
*
```

***

No. 2
The following is a quantum chemistry calculation of a molecular structure, C18H28N6OSSbSr at a distorted geometry, from the OMol25 dataset.

- HOMO energy: -10.1 eV
- E: -48312.591 eV
- Energy relative to the best compared isomer or geometry (same formula, charge and spin): 0.661 eV

The geometry in ORCA input format:
```
! wB97M-V def2-TZVPD RIJCOSX def2/J DEFGRID3
* xyz 1 1
Sb 0.52 -2.37 -0.79
Sr 0.39 0.57 -0.79
S 3.17 0.61 -0.40
O -1.51 1.07 -0.41
N 0.89 0.81 1.96
N 0.38 3.05 -0.62
N 4.17 0.86 3.29
N 2.26 0.80 2.20
N -0.36 5.12 -0.63
N 4.39 0.80 1.96
C 3.25 0.75 1.25
C 2.16 0.88 4.72
C 1.08 -3.84 -3.48
C 1.45 3.92 -0.66
C -3.79 1.64 -0.55
C -2.28 -2.87 0.28
C 0.41 -5.46 -0.33
C -2.10 3.38 -0.58
C 1.25 -4.25 0.03
C 1.23 -2.47 -2.83
C -1.57 -2.83 -1.06
C 1.00 5.20 -0.66
C -3.15 4.32 -0.65
C -4.47 3.94 -0.67
C -2.42 1.99 -0.51
C -4.78 2.58 -0.63
C 2.89 0.86 3.44
C -0.73 3.82 -0.61
H 2.28 -2.17 -2.83
H 1.39 -3.80 -4.52
H 1.51 1.75 4.79
H 0.41 0.18 2.59
H 0.83 -6.35 0.12
H 5.32 0.80 1.58
H 0.38 -5.61 -1.41
H -1.67 -3.79 -1.57
H 1.52 6.14 -0.69
H -5.82 2.27 -0.66
H 1.54 -0.02 4.82
H -3.33 -3.15 0.16
H 2.27 -4.37 -0.32
H -0.61 -5.35 0.03
H 2.46 3.56 -0.68
H 0.67 -1.72 -3.40
H -0.99 5.91 -0.65
H -2.93 5.37 -0.70
H 0.49 1.75 2.06
H -5.25 4.68 -0.72
H 1.28 -4.13 1.12
H -2.01 -2.06 -1.69
H 1.72 -4.56 -2.97
H 2.88 0.90 5.53
H 0.05 -4.18 -3.44
H -2.25 -1.89 0.76
H -1.83 -3.60 0.95
H -4.02 0.58 -0.52
*
```

***

No. 3
The following is a quantum chemistry calculation of a molecular structure, C18H28NO5P2Ti at a distorted geometry, from the OMol25 dataset.

- HOMO energy (alpha / beta): -12.8 / -12.6 eV
- E: -72524.616 eV
- Energy relative to the best compared isomer or geometry (same formula, charge and spin): 4.573 eV

The geometry in ORCA input format:
```
! wB97M-V def2-TZVPD RIJCOSX def2/J DEFGRID3
* xyz 2 2
Ti 0.28 0.68 -0.10
P -0.85 1.97 1.81
P 2.17 -0.63 -1.17
O -0.18 -0.55 -5.70
O -1.94 -0.48 -0.96
O -3.85 -2.07 -1.80
O -0.30 2.08 -2.13
O -0.44 -1.12 0.55
N 1.97 1.61 0.91
C -2.51 -2.40 0.25
C -2.47 2.62 1.26
C 1.76 2.75 1.67
C -4.52 -3.74 -0.33
C 4.29 1.84 1.34
C -4.35 -4.44 0.88
C 0.47 3.17 2.00
C -3.32 -4.15 1.78
C 2.83 3.62 1.92
C -3.61 -2.72 -0.63
C 2.85 -0.18 -2.81
C -2.41 -3.14 1.45
C 4.08 3.07 1.93
C -0.94 1.84 3.62
C 3.22 1.15 0.77
C 2.23 -2.46 -1.22
C 3.49 -0.13 -0.02
C -1.55 -1.38 -0.01
H -1.58 -2.88 2.09
H 3.71 -0.82 -3.08
H 1.31 -2.83 -1.68
H -1.29 0.38 -0.92
H -5.35 -3.99 -1.03
H -3.24 -1.32 -1.87
H 2.30 -2.86 -0.20
H 2.60 4.62 2.26
H -1.49 2.72 3.96
H -0.98 -0.74 -5.17
H 5.27 1.39 1.32
H 4.88 3.63 2.38
H -3.20 1.80 1.17
H -5.06 -5.22 1.13
H 0.16 1.66 -2.91
H -2.88 3.34 1.98
H 3.19 0.87 -2.78
H -1.36 0.95 4.05
H 0.23 4.10 1.46
H 2.07 -0.29 -3.58
H -0.80 2.82 -2.48
H 0.08 1.96 3.99
H -2.43 3.08 0.26
H 3.09 -2.83 -1.81
H -0.56 -0.59 -6.58
H -3.20 -4.69 2.73
H 4.43 -0.08 -0.60
H 3.69 -0.99 0.64
*
```

***

No. 4
The following is a quantum chemistry calculation of C18H28O3 in the gas phase at a distorted geometry, from the OMol25 dataset.

- HOMO energy: -9.1 eV
- Structure (SMILES): CCCC[C@@H](CC)C(=O)Oc1ccc(O)c(C(C)(C)C)c1
- E: -25248.583 eV
- Energy relative to the best compared isomer or geometry (same formula, charge and spin): 15.228 eV

The geometry in ORCA input format:
```
! wB97M-V def2-TZVPD RIJCOSX def2/J DEFGRID3
* xyz 0 1
O -0.75 0.79 -0.70
O 4.44 2.07 0.66
O -1.92 2.03 0.81
C 0.44 1.38 -0.27
C 3.16 1.77 0.41
C -5.62 1.28 -0.80
C 1.40 0.18 -0.36
C 2.80 0.41 -0.30
C 4.92 -0.01 -1.30
C -3.10 -0.81 -0.85
C -3.23 0.63 -0.57
C 2.18 2.46 0.44
C 3.82 -0.71 -0.30
C -1.90 1.30 -0.17
C -4.41 1.32 -0.08
C -3.31 -1.44 0.45
C 4.52 -1.18 0.97
C -1.05 -2.09 1.31
C 0.73 2.51 0.13
C -2.26 -1.41 1.57
C 3.38 -1.83 -1.03
H 3.79 -1.19 1.63
H 1.19 -0.89 -0.86
H 2.49 -2.38 -0.40
H 3.96 -2.57 -0.94
H -2.34 -0.29 1.72
H -4.37 0.96 1.11
H -6.49 1.64 -0.12
H 4.55 0.16 -2.31
H 4.92 -0.16 1.50
H -5.59 1.44 -1.86
H -1.25 -3.06 0.92
H -4.34 2.59 0.05
H 2.48 3.65 0.98
H 5.36 0.80 -0.77
H 0.07 3.05 0.37
H -4.48 -1.33 0.89
H 4.44 2.83 0.94
H 2.80 -1.71 -1.83
H -3.21 1.20 -1.53
H 5.28 -1.82 0.91
H -3.89 -1.23 -1.71
H -2.67 -1.91 2.47
H -2.25 -1.20 -1.16
H -0.52 -1.79 0.39
H -5.86 0.03 -0.99
H 5.68 -0.72 -1.77
H -0.32 -2.12 2.10
H -3.68 -2.63 0.25
*
```

***

No. 5
The following is a quantum chemistry calculation of a molecular structure, C18H29BBeCl5F9KLiN3O7PS3 at a distorted geometry, from the OMol25 dataset.

- HOMO energy: -10.7 eV
- E: -184393.449 eV

The geometry in ORCA input format:
```
! wB97M-V def2-TZVPD RIJCOSX def2/J DEFGRID3
* xyz 2 1
K -2.12 1.82 -4.31
Cl 0.47 -1.91 -9.35
Cl 4.47 2.91 1.58
Cl 3.38 2.04 -0.95
Cl 2.21 1.10 1.52
Cl 4.82 0.18 0.72
S -7.36 -1.27 0.32
S -8.28 0.67 -1.68
S -3.67 1.81 2.12
P 0.67 -4.59 0.43
F -2.19 -2.21 -2.83
F 0.95 -2.95 0.09
F -0.20 -1.49 -3.29
F 0.51 -4.67 -1.21
F 1.32 -6.04 0.15
F -0.92 -3.34 -4.15
F 1.99 -4.26 1.31
F -0.93 -4.05 0.35
F 0.04 -5.24 1.78
O 8.02 3.78 4.15
O -2.00 -0.06 -4.85
O -1.24 -1.69 -6.32
O 8.57 2.94 2.14
O 7.52 4.95 2.30
O -3.53 3.03 3.17
O -0.95 1.99 1.69
N -4.03 1.89 -1.20
N -5.73 0.48 -1.13
N -1.58 -0.28 2.17
C -6.99 -0.35 1.87
C -1.28 -2.09 -3.83
C -0.17 -0.51 1.71
C -3.66 0.68 -1.74
C 1.15 -1.87 -6.08
C 7.98 3.99 2.83
C -2.43 -1.17 1.30
C -1.91 -1.35 -5.04
C 9.25 2.14 3.14
C -7.06 0.02 -0.87
C 8.43 2.41 4.37
C -4.69 -0.20 -1.71
C -4.84 0.72 2.93
C 3.73 1.56 0.72
C -5.44 -0.33 1.97
C -5.26 1.72 -0.85
C 9.20 2.28 5.66
C -0.06 -1.17 -6.65
B -1.91 1.09 1.99
Be 10.25 4.37 1.35
Li -0.47 -2.29 -1.00
H 10.06 2.95 5.67
H 2.04 -1.63 -6.66
H 0.59 0.00 2.31
H -4.75 -1.22 -2.05
H 7.53 1.80 4.41
H 9.55 1.25 5.80
H 0.06 -1.58 1.75
H 0.00 -1.31 -7.85
H 10.28 2.48 3.21
H -2.69 0.46 -2.17
H -4.42 0.23 3.81
H 9.24 1.09 2.85
H -1.29 2.75 1.21
H -0.03 -0.08 -6.49
H -5.65 1.36 3.29
H -7.41 0.65 1.78
H 1.33 -1.54 -5.06
H -3.13 -1.74 1.91
H -5.07 -0.24 0.95
H -2.99 -0.55 0.59
H 8.57 2.55 6.51
H -7.45 -0.89 2.70
H -3.50 3.87 2.69
H 1.01 -2.95 -6.08
H -0.12 -0.22 0.64
H -5.15 -1.33 2.30
H -2.86 -1.89 -5.16
H -5.94 2.44 -0.40
H -1.83 -1.88 0.72
*
```

***

No. 6
The following is a quantum chemistry calculation of a molecular structure, C18H29BeBr3Cl2F18IMg2NO12P3S at a distorted geometry, from the OMol25 dataset.

- HOMO energy: -9.8 eV
- E: -387346.477 eV

The geometry in ORCA input format:
```
! wB97M-V def2-TZVPD RIJCOSX def2/J DEFGRID3
* xyz 1 1
I -3.93 -2.48 -2.30
Br 6.30 -5.61 -2.91
Br 3.57 -6.89 -1.79
Br 6.34 -7.41 -0.24
Cl -8.43 -3.42 -0.11
Cl -6.21 -0.82 0.02
S 6.62 5.59 -4.89
P -4.13 -5.10 2.18
P -3.21 -1.41 -0.20
P -1.02 -1.62 -0.17
Mg -6.83 0.06 3.86
Mg 4.27 3.26 -1.42
F -3.06 6.55 6.20
F -5.05 3.58 1.90
F -1.06 0.12 -0.50
F -4.29 -6.34 3.11
F -3.67 2.79 4.20
F -3.00 1.72 2.44
F 5.69 7.52 -3.22
F -0.58 5.40 5.90
F -4.27 -3.62 2.64
F -3.27 -4.59 0.99
F -3.77 5.19 2.61
F -1.53 5.88 4.00
F 6.68 8.31 -5.01
F -2.82 -5.17 3.02
F -4.00 4.95 5.07
F -5.66 -4.85 2.34
F 7.87 7.47 -3.37
F -4.46 -6.04 0.98
O 5.34 5.57 -5.61
O 0.83 1.94 -4.26
O -3.52 0.29 -0.40
O -0.32 -4.36 -1.74
O 0.74 -1.48 -0.38
O 2.98 0.43 0.55
O 3.11 6.61 -3.47
O -1.68 3.31 3.26
O 7.79 5.51 -5.78
O 2.93 2.85 0.27
O -1.26 -2.15 -1.85
O 6.67 4.63 -3.78
N 1.35 -4.23 0.83
C 2.69 0.03 -2.50
C -0.08 -2.97 -2.19
C 1.26 -2.17 -1.60
C -2.92 5.25 5.83
C -3.75 3.94 2.09
C 3.90 -4.63 0.70
C 2.57 -3.10 -1.29
C -7.34 -1.34 1.31
C 2.39 1.54 -1.92
C 2.48 -3.99 0.09
C -7.54 -2.84 1.32
C 2.78 1.65 -0.30
C 1.36 -0.92 -2.66
C 6.72 7.28 -4.10
C -1.61 5.05 5.07
C -3.04 2.95 3.02
C 5.49 -7.10 -1.97
C -1.35 3.60 4.62
Be 5.47 2.70 -4.75
H 3.96 -4.21 1.81
H -2.96 4.64 6.74
H -0.27 3.45 4.67
H 3.14 2.27 -2.48
H 3.13 0.18 -3.60
H 1.33 -1.34 -3.77
H -6.58 -3.38 1.37
H 3.88 -5.80 0.74
H 3.17 0.76 1.49
H 3.60 -2.52 -1.25
H 1.60 -4.84 1.67
H 3.64 6.28 -4.17
H 2.69 -3.88 -2.18
H 5.66 -8.00 -2.57
H -6.91 -1.01 2.26
H 4.84 -4.19 0.14
H -0.98 -2.97 0.39
H -3.69 0.71 0.50
H 1.28 1.90 -2.14
H 0.42 -0.22 -2.56
H -8.13 -3.13 2.20
H -8.29 -0.81 1.16
H -3.26 3.98 1.11
H -0.09 2.07 -4.37
H 3.55 -0.42 -1.85
H -0.01 -3.04 -3.37
H -0.84 -1.21 1.22
H -1.76 2.86 5.31
H 0.33 -4.99 -2.17
*
```

***

No. 7
The following is a quantum chemistry calculation of 2 unconnected molecules or ions with the total composition C18H29Cl2N2O3 at a distorted geometry, from the OMol25 dataset.

- HOMO energy: -12.3 eV
- E: -53283.397 eV

The geometry in ORCA input format:
```
! wB97M-V def2-TZVPD RIJCOSX def2/J DEFGRID3
* xyz 1 1
Cl -1.57 -3.55 3.62
Cl -1.15 -5.29 1.31
O -2.26 -3.35 -4.47
O -1.95 -1.33 -5.75
O 2.22 -2.41 2.66
N 2.07 -0.41 1.09
N -1.09 1.09 -0.65
C -0.26 1.18 -1.95
C 3.25 -0.22 0.15
C -3.34 2.72 1.13
C -1.84 2.26 1.62
C 0.97 2.29 -2.15
C -1.70 -0.95 -3.18
C 2.44 0.29 2.41
C 1.88 -1.89 1.45
C -1.29 3.49 2.60
C 1.25 -2.99 0.37
C -0.52 0.19 -3.26
C 2.81 0.39 -1.34
C -1.96 -1.88 -4.51
C -0.74 2.11 0.41
C -2.54 -1.05 -1.77
C -2.15 0.02 -0.56
C 2.31 1.94 -1.26
C -0.57 -4.83 2.92
H -0.57 3.21 -0.02
H 0.14 0.33 -4.24
H 2.07 -0.36 -1.86
H -1.43 4.48 1.96
H -3.44 2.91 -0.03
H -3.76 3.65 1.73
H 3.46 -0.11 2.83
H 3.78 -1.28 0.00
H -4.09 1.82 1.37
H -3.15 -3.49 -4.89
H 3.81 0.37 -1.99
H 0.28 1.77 0.90
H 3.19 2.61 -1.70
H 4.09 0.49 0.61
H 0.63 3.38 -1.84
H -2.78 -0.09 0.44
H -1.91 1.31 2.32
H -3.36 -1.88 -1.69
H 2.54 1.46 2.21
H 1.51 -2.73 -0.75
H -0.60 -5.71 3.57
H 0.46 -4.47 2.83
H -1.83 3.52 3.64
H 1.55 0.07 3.18
H 0.08 -3.05 0.56
H -0.12 3.34 2.70
H 1.70 -4.04 0.69
H 2.18 2.30 -0.13
H 1.30 2.38 -3.29
*
```

***

No. 8
The following is a quantum chemistry calculation of a molecular structure, C18H29Cl4GeN2O4PdSSi at a distorted geometry, from the OMol25 dataset.

- HOMO energy (alpha / beta): -13.5 / -13.5 eV
- E: -159091.415 eV
- Energy relative to the best compared isomer or geometry (same formula, charge and spin): 5.032 eV

The geometry in ORCA input format:
```
! wB97M-V def2-TZVPD RIJCOSX def2/J DEFGRID3
* xyz 2 2
Pd -0.10 -0.57 0.26
Ge -1.24 1.71 -1.06
Cl 0.15 1.59 -3.83
Cl -3.05 2.36 -1.92
Cl -2.06 0.82 0.88
Cl -0.39 3.60 -0.28
S 2.16 3.55 1.32
Si 0.99 -1.22 3.43
O -0.98 -0.56 -1.68
O 0.04 -2.66 0.25
O 1.22 -0.66 -1.64
O 0.90 -0.46 1.95
N 2.56 5.89 2.55
N 0.46 5.31 2.49
C 2.79 -6.40 -0.86
C 0.41 6.63 3.13
C 0.42 -6.82 -0.70
C 1.28 -4.59 -0.39
C 1.72 -7.30 -0.89
C 2.60 -5.06 -0.62
C 1.08 -3.08 3.24
C 0.17 -5.48 -0.45
C 1.97 -8.75 -1.13
C 1.90 7.03 3.20
C 1.13 -3.22 -0.02
C -0.77 -0.88 4.13
C -1.26 -5.05 -0.26
C 3.82 -4.17 -0.63
C 1.69 4.99 2.15
C 0.18 -0.57 -2.30
C 0.21 -0.22 -3.77
C 2.32 -0.53 4.51
H -0.41 -7.51 -0.76
H 0.30 -3.46 2.59
H 3.29 -0.94 4.22
H 0.96 -3.50 4.25
H 1.05 -9.33 -1.12
H 1.14 -0.51 -4.23
H -0.66 -0.58 -4.31
H -1.47 -1.56 3.66
H 2.12 7.94 2.65
H -1.92 -5.90 -0.43
H 2.26 7.14 4.23
H -0.63 -1.10 5.19
H 2.04 -2.62 0.06
H 2.64 -9.15 -0.37
H 3.55 5.85 2.32
H -0.03 6.54 4.12
H 4.54 -4.57 -1.34
H 2.06 -3.37 2.85
H 3.62 -3.14 -0.94
H 2.38 0.55 4.44
H 3.79 -6.77 -1.04
H -1.43 -4.68 0.75
H 2.46 -8.90 -2.10
H -0.34 4.80 2.15
H -1.53 -4.25 -0.93
H -0.18 7.32 2.54
H 4.30 -4.15 0.35
H -1.06 0.15 3.97
H 2.14 -0.80 5.55
*
```